# 1
The following is a DFT calculation (ωB97M-V/def2-TZVPD) of C7H20F6N11O9S2Zn as an isolated structure in a non-equilibrium geometry.

CARTESIAN COORDINATES (ANGSTROEM)
Zn: -0.17 -0.04 0.19
C: 1.24 -3.30 -1.47
F: 0.53 -3.45 -0.35
F: 2.50 -3.07 -1.18
F: 1.12 -4.41 -2.19
S: 0.52 -1.89 -2.48
O: 1.18 -1.91 -3.74
O: -0.91 -2.05 -2.58
N: 0.86 -0.56 -1.48
S: 2.24 0.14 -1.95
O: 2.73 0.96 -0.87
O: 3.25 -0.66 -2.55
C: 1.65 1.37 -3.21
F: 1.04 0.78 -4.23
F: 0.81 2.22 -2.62
F: 2.69 2.04 -3.68
C: -2.24 1.19 -2.02
O: -1.71 0.76 -0.99
N: -2.80 2.45 -2.15
N: -2.42 0.41 -3.11
H: -3.70 2.38 -2.61
H: -2.77 3.08 -1.38
H: -2.66 0.80 -4.00
H: -2.11 -0.55 -3.08
C: 1.10 2.95 0.93
O: 0.70 1.88 0.49
N: 1.60 3.16 2.18
N: 1.08 4.06 0.12
H: 1.84 4.09 2.45
H: 1.62 2.34 2.76
H: 0.84 3.84 -0.84
H: 1.63 4.89 0.26
C: -2.21 -2.73 0.43
O: -1.44 -1.78 0.40
N: -2.63 -3.23 1.63
N: -2.59 -3.46 -0.67
H: -2.35 -2.68 2.42
H: -3.37 -3.91 1.73
H: -3.44 -3.97 -0.53
H: -2.46 -2.99 -1.56
C: 2.61 -0.92 1.82
O: 1.47 -0.67 1.45
N: 2.94 -2.08 2.44
N: 3.62 -0.01 1.71
H: 3.90 -2.33 2.60
H: 2.21 -2.77 2.53
H: 3.55 0.79 1.10
H: 4.57 -0.34 1.74
C: -1.81 0.94 2.81
O: -1.22 0.52 1.83
N: -1.97 0.20 3.94
N: -2.25 2.24 2.91
H: -2.55 0.52 4.69
H: -1.47 -0.67 3.99
H: -2.37 2.60 3.84
H: -2.00 2.84 2.14

Properties
total charge = +1
relative energy (zero: lowest compared OMol25 entry of this formula, charge and spin) = 0.0 kJ/mol
calculated total energy = -4733.20282 hartree
2S+1 = 1

Results of the Mulliken charge analysis, in e, for atoms 1 through 4: atom 1 (Zn): 2.83, atom 2 (C): 0.70, atom 3 (F): -0.22, atom 4 (F): -0.19

=====

# 2
The following is a DFT calculation (ωB97M-V/def2-TZVPD) of C7H20NO11P2S2 as an isolated structure in a non-equilibrium geometry.

CARTESIAN COORDINATES (ANGSTROEM)
C: -2.97 -5.69 1.04
C: -1.71 -5.59 0.14
C: -0.60 -4.72 0.76
C: 0.03 -3.75 -0.25
S: -0.77 -2.16 -0.28
O: -2.16 -2.47 -0.56
O: -0.16 -1.41 -1.35
N: -0.72 -1.50 1.20
S: 0.57 -0.62 1.54
O: 0.88 0.48 0.66
O: 0.39 -0.17 2.90
P: 2.35 -1.84 1.71
O: 3.26 -1.10 2.59
O: 3.05 -2.05 0.28
O: 2.01 -3.25 2.39
H: -2.81 -5.22 2.01
H: -3.81 -5.18 0.58
H: -3.27 -6.72 1.22
H: -1.34 -6.61 0.04
H: -1.99 -5.27 -0.85
H: 0.19 -5.39 1.09
H: -1.01 -4.14 1.60
H: 1.11 -3.68 -0.16
H: -0.14 -4.16 -1.25
H: 2.98 -1.21 -0.20
H: 1.06 -3.22 2.60
C: 2.24 5.94 -0.75
O: 0.91 6.44 -0.62
P: -0.43 5.60 -0.96
O: -1.39 6.01 0.08
O: 0.22 4.14 -0.75
C: 0.32 3.57 0.57
O: -1.36 5.08 -2.21
C: -1.00 5.47 -3.54
H: 2.89 6.77 -1.04
H: 2.58 5.61 0.24
H: 2.33 5.13 -1.46
H: -0.01 4.27 1.34
H: 1.34 3.26 0.75
H: -0.31 2.69 0.60
H: 0.00 5.10 -3.80
H: -1.02 6.55 -3.65
H: -1.72 5.03 -4.22

Properties
total charge = -1
calculated total energy = -2640.36578 hartree
2S+1 = 1

Results of the Mulliken charge analysis, in e, for atoms 1 through 4: atom 1 (C): -1.19, atom 2 (C): -0.35, atom 3 (C): -0.73, atom 4 (C): -0.84

=====

# 3
The following is a DFT calculation (ωB97M-V/def2-TZVPD) of a 3-piece molecular cluster, C7H20O3 overall in a non-equilibrium geometry.

CARTESIAN COORDINATES (ANGSTROEM)
C: 2.26 -1.50 -0.03
C: 1.80 -0.81 -1.30
C: 2.98 -0.59 -2.25
O: 0.76 -1.51 -1.97
H: 1.71 -1.13 0.84
H: 3.33 -1.41 0.18
H: 2.18 -2.60 -0.04
H: 1.44 0.19 -1.04
H: 2.69 0.02 -3.11
H: 3.36 -1.53 -2.63
H: 3.76 -0.01 -1.76
H: 0.01 -1.50 -1.36
C: -3.23 0.41 1.34
C: -2.53 -0.48 0.33
C: -2.22 0.35 -0.92
O: -1.24 -0.81 0.89
H: -3.41 -0.12 2.28
H: -4.25 0.66 1.00
H: -2.84 1.42 1.46
H: -3.10 -1.33 -0.06
H: -1.44 1.09 -0.75
H: -3.10 0.86 -1.31
H: -1.85 -0.34 -1.69
H: -1.34 -0.94 1.83
C: 1.08 2.04 1.69
O: -0.31 2.18 1.97
H: 1.35 1.01 1.93
H: 1.29 2.18 0.63
H: 1.65 2.70 2.35
H: -0.80 1.50 1.50

Properties
total charge = 0
relative energy (zero: lowest compared OMol25 entry of this formula, charge and spin) = 66.4 kJ/mol
calculated total energy = -504.38052 hartree
SMILES = CC(C)O.CC(C)O.CO
2S+1 = 1

Results of the Mulliken charge analysis, in e, for atoms 1 through 4: atom 1 (C): -1.26, atom 2 (C): 1.19, atom 3 (C): -1.58, atom 4 (O): -0.62

=====

# 4
The following is a DFT calculation (ωB97M-V/def2-TZVPD) of a 5-piece molecular cluster, C7H20O4 overall in a non-equilibrium geometry.

CARTESIAN COORDINATES (ANGSTROEM)
C: -1.71 -2.09 1.22
C: -0.84 -2.00 -0.02
C: -0.53 -0.58 -0.50
C: -1.16 0.43 0.08
C: 1.72 0.39 -1.16
C: 0.63 -0.35 -1.39
C: 0.44 -0.92 -2.81
H: -2.65 -1.56 1.16
H: -1.36 -1.68 2.15
H: -2.07 -3.10 1.39
H: 0.16 -2.29 0.31
H: -1.39 -2.58 -0.81
H: -1.94 0.29 0.85
H: -1.00 1.44 -0.24
H: 1.96 0.94 -0.25
H: 2.29 0.76 -2.00
H: -0.43 -0.40 -3.29
H: 1.34 -0.67 -3.41
H: 0.30 -1.99 -2.61
H: -2.08 2.36 2.18
H: -3.37 1.43 2.10
O: -2.88 2.15 1.69
H: 1.18 3.80 -1.12
H: -0.13 4.06 -0.43
O: 0.68 3.55 -0.33
H: 1.37 0.65 2.34
H: -0.14 0.84 2.00
O: 0.50 0.74 2.72
H: 3.09 -1.43 -0.77
H: 2.40 -2.45 0.19
O: 3.05 -2.38 -0.58

Properties
total charge = 0
relative energy (zero: lowest compared OMol25 entry of this formula, charge and spin) = 188.5 kJ/mol
calculated total energy = -579.58237 hartree
SMILES = C=C(C)C(=C)CC.O.O.O.O
2S+1 = 1

Results of the Mulliken charge analysis, in e, for atoms 1 through 4: atom 1 (C): -1.66, atom 2 (C): 0.24, atom 3 (C): 1.23, atom 4 (C): -1.16

=====

| no. | HOMO energy (eV) |
| --- | --- |
| 1 | -12.711 |
| 2 | -6.697 |
| 3 | -10.092 |
| 4 | -9.446 |